Entry 1:
The following is a DFT calculation (ωB97M-V with the def2-TZVPD basis set) of 5 unconnected molecules or ions with the total composition C8H25O5.

Element x y z (Å)
O: -0.253 0.898 1.153
H: -0.098 0.376 0.342
C: -2.936 -2.681 -1.669
C: -3.151 -1.283 -1.078
O: -3.378 -1.375 0.246
H: -3.186 -2.692 -2.730
H: -3.613 -3.425 -1.249
H: -1.944 -3.098 -1.493
H: -3.940 -0.741 -1.598
H: -2.337 -0.561 -1.151
H: -3.865 -2.194 0.357
C: 0.281 0.972 -2.118
C: -0.885 1.932 -2.305
O: -1.387 2.439 -1.115
H: 0.192 0.120 -1.444
H: 1.096 1.523 -1.648
H: 0.535 0.532 -3.082
H: -1.789 1.567 -2.794
H: -0.483 2.716 -2.946
H: -0.828 2.111 -0.407
C: 2.520 3.628 0.870
C: 2.912 2.200 1.113
O: 2.127 1.695 2.093
H: 2.757 4.228 1.749
H: 1.488 3.805 0.565
H: 3.196 3.996 0.098
H: 3.997 2.120 1.188
H: 2.757 1.656 0.181
H: 1.299 1.433 1.684
C: 0.962 -3.011 1.187
C: 1.137 -2.376 2.592
O: 0.398 -1.220 2.627
H: 1.629 -3.869 1.106
H: 1.321 -2.358 0.391
H: -0.072 -3.332 1.065
H: 2.169 -2.158 2.865
H: 0.746 -3.009 3.389
H: 0.628 -0.562 1.967

Output
Energy relative to the best compared isomer or geometry (same formula, charge and spin) (kcal per mole): 0.0
Total charge: -1
Multiplicity: 1

These are the Löwdin partial charges, in e, on atoms 1 to 2: number 1, O, carries -0.39; number 2, H, carries -0.10


Entry 2:
The following is a DFT calculation (ωB97M-V with the def2-TZVPD basis set) of a single C3H5NS3 molecule.

Element x y z (Å)
C: 0.973 0.554 0.446
C: -0.912 -0.805 -0.537
C: -1.722 0.351 0.214
H: 2.895 -0.349 -0.805
H: -0.861 -1.661 0.437
H: -1.364 -1.310 -1.410
H: -2.252 1.035 -0.438
H: -2.319 -0.249 1.028
N: 2.005 0.944 0.912
S: 3.398 0.866 -0.092
S: 0.604 -0.174 -1.175
S: -0.445 0.798 1.419

Output
Energy relative to the best compared isomer or geometry (same formula, charge and spin) (kcal per mole): 45.6
SMILES: SN=C1SCCS1
Multiplicity: 1

These are the Löwdin partial charges, in e, on atoms 1 to 2: number 1, C, carries -1.11; number 2, C, carries -0.62


Entry 3:
The following is a DFT calculation (ωB97M-V with the def2-TZVPD basis set) of a single C4H12N2O molecule.

Element x y z (Å)
C: 1.843 -0.001 0.767
O: 2.898 -0.827 0.313
C: 0.492 -0.463 0.155
C: -0.537 0.637 0.462
C: -1.824 0.695 -0.406
N: -2.875 -0.398 -0.352
N: 0.726 -0.607 -1.276
H: 1.900 0.118 1.870
H: 2.072 1.013 0.438
H: 0.142 -1.379 0.659
H: -0.076 1.629 0.295
H: -0.925 0.478 1.481
H: -1.551 0.695 -1.451
H: -2.330 1.609 -0.138
H: -2.404 -1.321 -0.230
H: -3.410 -0.369 0.527
H: 3.706 -0.320 0.208
H: 1.206 -1.437 -1.571
H: 0.947 0.249 -1.751

Output
Energy relative to the best compared isomer or geometry (same formula, charge and spin) (kcal per mole): 40.5
SMILES: NCC[C@@H](N)CO
Multiplicity: 1

These are the Löwdin partial charges, in e, on atoms 1 to 2: number 1, C, carries -0.25; number 2, O, carries -0.08


Entry 4:
The following is a DFT calculation (ωB97M-V with the def2-TZVPD basis set) of a single C20H29N5O4S2 molecule.

Element x y z (Å)
C: 4.696 0.948 0.274
H: 4.233 0.017 -0.047
H: 5.560 0.722 0.894
H: 5.033 1.493 -0.605
C: 3.687 1.779 1.066
C: 2.450 1.996 0.285
N: 1.273 1.673 0.668
N: 0.302 1.958 -0.197
C: 0.719 2.521 -1.282
N: -0.026 2.947 -2.341
C: -1.386 3.000 -2.628
O: -1.709 3.590 -3.629
C: -2.394 2.323 -1.709
N: -1.978 0.991 -1.353
C: -2.390 -0.107 -2.023
O: -3.273 -0.094 -2.857
C: -1.668 -1.370 -1.660
C: -0.384 -1.374 -1.124
C: 0.260 -2.573 -0.903
C: -0.336 -3.782 -1.204
C: -1.616 -3.785 -1.736
C: -2.274 -2.588 -1.962
H: -3.262 -2.569 -2.397
H: -2.095 -4.720 -1.984
H: 0.218 -4.695 -1.044
S: 1.908 -2.510 -0.193
O: 2.624 -3.691 -0.571
O: 2.470 -1.231 -0.534
N: 1.718 -2.541 1.451
C: 1.160 -1.354 2.060
C: 1.763 -1.079 3.433
H: 1.445 -1.821 4.161
H: 1.442 -0.099 3.774
H: 2.848 -1.096 3.370
H: 0.066 -1.421 2.136
H: 1.406 -0.529 1.392
C: 1.478 -3.829 2.061
C: 0.007 -4.167 2.302
H: -0.072 -5.197 2.639
H: -0.573 -4.055 1.389
H: -0.421 -3.524 3.068
H: 2.024 -3.869 3.009
H: 1.928 -4.554 1.381
H: 0.163 -0.471 -0.908
H: -1.243 0.948 -0.657
H: -3.313 2.229 -2.302
C: -2.673 3.174 -0.454
C: -3.072 4.595 -0.843
H: -3.310 5.172 0.047
H: -2.270 5.101 -1.374
H: -3.947 4.579 -1.489
C: -3.779 2.515 0.366
H: -3.960 3.085 1.275
H: -4.702 2.476 -0.207
H: -3.503 1.502 0.643
H: -1.758 3.204 0.146
H: 0.514 3.396 -3.074
S: 2.465 2.746 -1.307
H: 4.123 2.749 1.324
H: 3.408 1.265 1.987

Output
Energy relative to the best compared isomer or geometry (same formula, charge and spin) (kcal per mole): 0.0
SMILES: CCc1nnc(NC(=O)[C@@H](NC(=O)c2cccc(S(=O)(=O)N(CC)CC)c2)C(C)C)s1
Multiplicity: 1

These are the Löwdin partial charges, in e, on atoms 1 to 2: number 1, C, carries -0.10; number 2, H, carries 0.05


Entry 5:
The following is a DFT calculation (ωB97M-V with the def2-TZVPD basis set) of a single C5H12O molecule.

Element x y z (Å)
C: 2.052 0.646 -0.427
O: 1.175 -0.458 0.191
C: -0.271 -0.307 0.194
C: -0.446 0.324 -1.155
C: -1.116 -1.611 0.240
C: -0.709 0.578 1.366
H: 2.483 1.125 0.435
H: 1.853 1.537 -1.097
H: 2.709 0.055 -1.047
H: -0.206 -0.412 -1.930
H: -1.351 0.879 -1.346
H: 0.381 1.011 -1.144
H: -0.825 -2.317 -0.543
H: -1.095 -2.125 1.207
H: -2.175 -1.337 0.059
H: -0.621 0.047 2.322
H: -0.083 1.473 1.419
H: -1.755 0.893 1.257

Output
Energy relative to the best compared isomer or geometry (same formula, charge and spin) (kcal per mole): 52.1
SMILES: COC(C)(C)C
Multiplicity: 1

These are the Löwdin partial charges, in e, on atoms 1 to 2: number 1, C, carries -0.07; number 2, O, carries -0.16


Entry 6:
The following is a DFT calculation (ωB97M-V with the def2-TZVPD basis set) of a single C4H5N3O molecule.

Element x y z (Å)
C: -2.451 0.100 0.355
C: 0.322 -0.340 -0.356
C: -0.386 0.999 -0.749
C: -1.320 0.856 0.378
N: -3.420 -0.516 0.340
N: 1.303 0.020 0.494
N: 2.138 -1.017 0.616
O: 0.151 -1.505 -0.656
H: 0.207 1.923 -0.756
H: -0.702 0.900 -1.833
H: -0.798 1.291 1.208
H: 1.864 -1.878 0.205
H: 3.091 -0.836 0.754

Output
Energy relative to the best compared isomer or geometry (same formula, charge and spin) (kcal per mole): 113.4
Multiplicity: 1

These are the Löwdin partial charges, in e, on atoms 1 to 2: number 1, C, carries -0.24; number 2, C, carries -0.55


Entry 7:
The following is a DFT calculation (ωB97M-V with the def2-TZVPD basis set) of 7 unconnected molecules or ions with the total composition C29H34N6O5S.

Element x y z (Å)
O: -3.597 -2.886 0.566
C: -3.833 -3.389 -0.531
N: -4.530 -4.542 -0.531
C: -3.541 -2.671 -1.791
H: -4.832 -4.765 0.406
H: -4.770 -5.138 -1.311
H: -4.433 -2.648 -2.417
H: -2.732 -3.082 -2.395
H: -3.226 -1.661 -1.527
N: -6.564 8.369 -0.479
C: -7.742 9.021 -0.769
C: -8.000 9.907 -1.880
C: -7.000 10.042 -2.785
C: -5.769 9.417 -2.549
C: -5.567 8.646 -1.347
H: -8.571 8.893 -0.089
H: -8.914 10.460 -2.041
H: -7.222 10.591 -3.687
H: -5.008 9.307 -3.307
H: -4.645 8.095 -1.235
N: 3.639 -4.871 -3.039
C: 4.414 -5.971 -2.911
C: 5.662 -5.997 -2.267
C: 5.980 -4.825 -1.573
C: 5.213 -3.680 -1.693
C: 4.030 -3.710 -2.427
H: 4.085 -6.860 -3.429
H: 6.242 -6.894 -2.429
H: 6.862 -4.591 -0.995
H: 5.423 -2.795 -1.112
H: 3.347 -2.897 -2.623
N: 13.094 3.425 -0.150
C: 13.185 2.679 -1.303
C: 12.032 2.107 -1.881
C: 10.770 2.219 -1.280
C: 10.751 2.907 -0.017
C: 11.895 3.508 0.544
H: 14.130 2.651 -1.825
H: 12.093 1.427 -2.718
H: 9.890 1.665 -1.571
H: 9.817 2.932 0.526
H: 11.890 4.038 1.485
N: -8.431 -0.207 -1.612
C: -8.405 -0.377 -0.310
C: -7.869 0.633 0.551
C: -7.344 1.829 0.033
C: -7.385 1.977 -1.368
C: -7.957 0.995 -2.166
H: -8.706 -1.345 0.063
H: -7.697 0.403 1.592
H: -6.813 2.550 0.637
H: -6.885 2.849 -1.765
H: -7.964 0.918 -3.244
N: 0.315 -8.492 4.188
C: -0.107 -7.252 4.163
C: 0.518 -6.231 3.354
C: 1.625 -6.534 2.599
C: 2.169 -7.868 2.676
C: 1.475 -8.853 3.457
H: -0.961 -6.951 4.752
H: 0.271 -5.182 3.423
H: 2.064 -5.692 2.085
H: 2.994 -8.053 2.004
H: 1.814 -9.875 3.533
C: -0.952 2.528 2.616
C: -0.769 1.878 3.999
O: 0.607 1.529 4.068
S: 1.475 1.740 2.679
O: 1.347 0.505 1.892
O: 2.742 2.364 2.857
O: 0.321 2.842 2.174
H: -1.497 3.471 2.664
H: -1.436 1.806 1.959
H: -1.405 1.004 4.145
H: -1.099 2.657 4.686

Output
SMILES: O=S1(=O)OCCO1.c1ccncc1.c1ccncc1.c1ccncc1.c1ccncc1.c1ccncc1.CC(N)=O
Multiplicity: 1

These are the Löwdin partial charges, in e, on atoms 1 to 2: number 1, O, carries 0.01; number 2, C, carries -0.61


Entry 8:
The following is a DFT calculation (ωB97M-V with the def2-TZVPD basis set) of a gas-phase ion, C3H4NO (charge +1).

Element x y z (Å)
C: -0.563 -0.968 0.001
C: 0.267 1.076 -0.098
C: 1.256 0.167 -0.061
N: -0.799 0.305 0.076
O: 2.270 -0.329 0.048
H: 0.230 -1.470 -0.595
H: -1.372 -1.506 0.206
H: 0.370 2.121 -0.182
H: -1.658 0.602 0.605

Output
Energy relative to the best compared isomer or geometry (same formula, charge and spin) (kcal per mole): 54.0
SMILES: C=[NH+]C=C=O
Total charge: +1
Multiplicity: 1

These are the Löwdin partial charges, in e, on atoms 1 to 2: number 1, C, carries 0.14; number 2, C, carries -0.02


Entry 9:
The following is a DFT calculation (ωB97M-V with the def2-TZVPD basis set) of 2 unconnected molecules or ions with the total composition C4H5N.

Element x y z (Å)
C: 3.031 0.343 -0.062
C: 1.920 -0.155 -0.224
C: -1.260 0.145 0.423
C: -0.572 -0.976 -0.193
N: -1.743 1.131 -0.347
H: 3.824 1.013 -0.250
H: -1.651 -0.065 1.453
H: -0.500 -1.887 0.577
H: -0.449 -1.219 -1.256
H: -2.601 1.669 -0.122

Output
Energy relative to the best compared isomer or geometry (same formula, charge and spin) (kcal per mole): 173.5
Multiplicity: 1

These are the Löwdin partial charges, in e, on atoms 1 to 2: number 1, C, carries -0.11; number 2, C, carries -0.03


Entry 10:
The following is a DFT calculation (ωB97M-V with the def2-TZVPD basis set) of a molecular structure, C42H57BaBrN10O4SSi2.

Element x y z (Å)
Ba: 0.008 -0.005 0.026
N: 3.559 -8.137 -0.818
C: 3.523 -6.745 -0.597
C: 4.524 -5.923 -1.112
C: 4.534 -4.562 -0.836
C: 3.558 -4.023 -0.017
C: 2.588 -4.838 0.550
C: 2.580 -6.197 0.269
S: 3.565 -2.268 0.388
O: 4.892 -1.786 0.041
O: 3.307 -2.262 1.826
N: 2.378 -1.596 -0.399
C: 2.424 -1.462 -1.744
N: 1.507 -0.639 -2.333
C: 1.567 -0.516 -3.646
C: 2.486 -1.182 -4.436
C: 3.357 -2.007 -3.758
N: 3.341 -2.163 -2.444
H: 4.001 -8.378 -1.691
H: 2.651 -8.565 -0.732
H: 5.304 -6.340 -1.742
H: 5.293 -3.916 -1.252
H: 1.851 -4.409 1.215
H: 1.828 -6.827 0.731
H: 0.829 0.156 -4.075
H: 2.517 -1.066 -5.510
H: 4.118 -2.583 -4.280
N: 2.515 1.563 2.244
C: 2.338 2.586 1.341
N: 3.004 3.719 1.552
C: 2.783 4.656 0.637
N: 3.441 5.862 0.804
N: 1.986 4.543 -0.418
C: 1.353 3.368 -0.537
N: 1.503 2.362 0.329
C: 0.441 3.228 -1.699
C: 0.295 4.293 -2.589
C: -0.551 4.166 -3.674
C: -1.245 2.973 -3.846
C: -1.058 1.969 -2.917
N: -0.244 2.076 -1.867
H: 2.783 1.918 3.148
H: 1.726 0.928 2.227
H: 4.272 5.748 1.362
H: 3.553 6.345 -0.073
H: 0.840 5.214 -2.437
H: -0.668 4.985 -4.374
H: -1.919 2.829 -4.680
H: -1.586 1.024 -2.992
O: -1.825 1.299 0.093
O: 0.755 -1.512 2.187
H: 1.664 -1.753 2.442
H: 0.188 -1.920 2.835
C: -3.332 -5.927 1.656
C: -4.310 -5.115 1.090
C: -3.952 -4.050 0.270
C: -2.601 -3.785 -0.027
C: -1.627 -4.624 0.548
C: -1.990 -5.672 1.387
Si: -2.102 -2.371 -1.130
C: -2.740 -2.279 -2.877
C: -4.118 -2.233 -3.158
C: -4.579 -2.178 -4.470
C: -3.680 -2.141 -5.530
C: -2.313 -2.171 -5.271
C: -1.847 -2.250 -3.963
H: -3.613 -6.750 2.304
H: -5.357 -5.304 1.305
H: -4.727 -3.416 -0.138
H: -0.580 -4.455 0.332
H: -1.223 -6.306 1.822
H: -1.184 -1.343 -0.631
H: -4.834 -2.235 -2.348
H: -5.646 -2.145 -4.667
H: -4.041 -2.088 -6.552
H: -1.607 -2.147 -6.095
H: -0.781 -2.293 -3.780
C: -4.693 2.417 5.890
C: -3.695 2.335 4.729
C: -4.459 2.186 3.407
C: -2.906 3.645 4.656
Si: -2.466 0.824 4.954
Br: -1.501 0.529 2.968
C: -3.413 -0.850 5.380
C: -3.815 -0.897 6.858
C: -4.670 -0.973 4.514
C: -2.523 -2.056 5.063
C: -1.036 1.218 6.254
C: -0.259 -0.060 6.583
C: -1.608 1.799 7.551
C: -0.041 2.217 5.655
H: -5.321 3.309 5.784
H: -4.196 2.480 6.862
H: -5.362 1.554 5.911
H: -5.156 3.025 3.286
H: -5.047 1.270 3.363
H: -3.787 2.191 2.544
H: -3.579 4.475 4.412
H: -2.137 3.609 3.881
H: -2.429 3.891 5.608
H: -4.420 -0.036 7.150
H: -2.944 -0.933 7.516
H: -4.407 -1.798 7.059
H: -5.420 -0.222 4.772
H: -5.135 -1.954 4.666
H: -4.440 -0.881 3.451
H: -1.589 -2.050 5.627
H: -2.275 -2.104 4.001
H: -3.049 -2.984 5.315
H: -0.868 -0.779 7.135
H: 0.606 0.176 7.214
H: 0.115 -0.547 5.680
H: -2.357 1.145 8.002
H: -2.070 2.775 7.389
H: -0.808 1.941 8.289
H: 0.445 1.813 4.766
H: 0.745 2.444 6.386
H: -0.509 3.161 5.378

Output
Energy relative to the best compared isomer or geometry (same formula, charge and spin) (kcal per mole): 68.4
Total charge: -2
Multiplicity: 1

These are the Löwdin partial charges, in e, on atoms 1 to 2: number 1, Ba, carries 1.53; number 2, N, carries 0.07


Entry 11:
The following is a DFT calculation (ωB97M-V with the def2-TZVPD basis set) of a single C2H4N6 molecule.

Element x y z (Å)
C: -1.290 0.453 0.062
C: 1.229 0.419 0.055
H: -3.138 0.131 -0.387
H: -1.297 1.580 0.294
H: -0.393 -1.953 0.554
H: 2.380 1.949 -0.149
N: -2.321 -0.352 -0.131
N: -0.031 -0.060 0.181
N: -0.007 -1.361 -0.178
N: 1.360 -1.738 -0.122
N: 2.116 -0.725 0.019
N: 1.392 1.656 -0.198

Output
Energy relative to the best compared isomer or geometry (same formula, charge and spin) (kcal per mole): 51.5
SMILES: [H]/N=C/n1[nH]nn/c1=N\[H]
Multiplicity: 1

These are the Löwdin partial charges, in e, on atoms 1 to 2: number 1, C, carries -0.20; number 2, C, carries -0.46


Entry 12:
The following is a DFT calculation (ωB97M-V with the def2-TZVPD basis set) of a molecular structure, C9H6NS.

Element x y z (Å)
C: 1.669 0.537 -0.681
C: -1.439 -1.613 -2.349
C: 1.219 -0.026 0.293
C: -2.314 -2.397 -1.848
C: 1.687 0.552 -2.083
C: 0.628 -0.147 -2.614
C: -0.324 -0.908 -1.860
C: -0.532 -1.160 -0.443
C: 0.102 -0.766 0.826
N: -0.894 0.339 1.739
S: -1.839 -2.386 -0.211
H: 2.555 0.951 -2.637
H: 0.344 -0.171 -3.602
H: 0.393 -1.447 1.501
H: -1.886 0.154 1.529
H: -0.611 1.305 1.271
H: -0.808 0.154 2.707

Output
Energy relative to the best compared isomer or geometry (same formula, charge and spin) (kcal per mole): 0.0
Total charge: +1
Multiplicity: 1

These are the Löwdin partial charges, in e, on atoms 1 to 2: number 1, C, carries 0.02; number 2, C, carries -0.03


For reference, E by record: -695.94811, -1366.54121, -344.32042, -2150.65882, -272.86562, -394.78691, -2228.22647, -246.30604, -209.88730, -6059.88005, -407.03484, -798.93396 Ha.
For reference, strongest force on any atom by record: 2.914, 5.559, 1.942, 1.412, 1.672, 3.250, 3.954, 4.928, 3.807, 3.675, 4.423, 4.787 eV/A.